Here is C40H47BrF4N5P2SY as an isolated structure in a non-equilibrium geometry from OMol25. Energies are from the ωB97M-V functional and the def2-TZVPD basis.

As for the charge: +2. Its LUMO energy is -5.66 eV.

The geometry in XYZ format:
```
101
Properties=species:S:1:pos:R:3:forces:R:3:mulliken_charge:R:1
Y -0.464713 0.458315 -0.619949 -0.5790 0.9468 -1.3192 -0.405
C 0.315628 2.474190 -3.452990 -0.0728 0.0343 0.1132 -0.978
C 1.039828 3.048551 -2.244077 -0.0976 -0.1175 -0.0340 -0.875
N 0.285927 2.835044 -0.987467 -0.1335 -0.2452 0.3003 0.133
C -0.820526 3.794999 -0.736402 -0.0250 -0.0702 -0.1291 -0.336
C -2.060918 3.633599 -1.605288 -0.0427 -0.1330 0.0717 -0.902
S -2.746890 1.934415 -1.744430 -0.0889 0.0074 0.0888 -0.122
C -2.626103 1.603671 -3.529867 0.0980 -0.0250 0.0826 -1.223
C -1.411028 0.770120 -3.925955 -0.0688 0.1305 0.0606 -0.372
N -0.207847 1.127038 -3.155785 -0.0858 -0.0272 0.2704 1.239
H 1.003532 2.450599 -4.299517 0.0164 0.0116 -0.0672 0.492
H -0.508094 3.119008 -3.744919 -0.0173 -0.0184 -0.0284 0.406
H 1.235435 4.110449 -2.403698 0.0576 0.0580 0.0021 0.492
H 2.004374 2.551115 -2.132050 0.0466 -0.0158 0.0407 0.321
H 0.944841 2.987400 -0.226514 0.0419 0.0042 0.0820 0.196
H -0.463895 4.819683 -0.867004 0.0397 0.0690 0.0241 0.505
H -1.112257 3.673872 0.304797 0.0161 -0.0207 0.0820 -0.139
H -1.915164 3.999516 -2.617077 -0.0131 0.0077 -0.0217 0.521
H -2.853141 4.230313 -1.158857 -0.0423 0.0468 0.0171 0.678
H -2.661261 2.567939 -4.033489 -0.0097 -0.0015 -0.0235 0.514
H -3.538954 1.074905 -3.799701 0.0003 0.0199 -0.0336 0.537
H -1.247401 0.880897 -5.001870 0.0130 -0.0502 -0.0482 0.444
H -1.620120 -0.284206 -3.735948 -0.0066 -0.0098 0.0202 0.079
H 0.507577 0.461218 -3.410825 0.1457 -0.1619 -0.0494 -0.814
F -5.041943 5.158229 5.399601 -0.0703 0.0617 0.0373 -0.261
C -4.239554 4.340058 4.753254 -0.0879 0.0838 0.1088 0.590
C -3.113986 3.839370 5.364678 0.0311 0.0718 0.1664 0.299
F -2.840526 4.172046 6.612876 0.0358 0.0235 0.0692 -0.268
C -2.271248 2.980351 4.681710 0.1854 -0.0904 -0.1099 -0.048
F -1.236248 2.528946 5.389938 0.0517 -0.0692 -0.0375 -0.367
C -2.495332 2.593380 3.362594 -0.1401 0.0644 -0.2139 0.098
P -1.328808 1.517059 2.383692 -0.4632 0.0589 0.2632 1.060
C -2.040422 -0.127145 2.742050 0.0345 0.0159 -0.0489 0.618
C -2.249271 -0.624714 4.026875 0.0077 -0.0633 0.0757 -0.282
C -2.864344 -1.856690 4.210154 0.0110 0.0112 -0.0164 -0.965
C -3.294492 -2.600584 3.116916 -0.0247 -0.0077 0.0673 -0.747
C -3.118314 -2.109376 1.832368 0.0177 -0.0047 -0.0277 -0.717
C -2.497537 -0.882336 1.661729 0.1016 -0.0354 0.2113 -0.138
C 0.234099 1.752132 3.291499 0.0250 0.0625 -0.1735 0.710
C 0.870646 2.964474 3.024275 -0.0009 0.0474 0.0439 -0.587
C 2.068545 3.287148 3.645950 -0.0090 -0.0170 -0.0248 -0.993
C 2.649087 2.385712 4.529697 -0.0064 0.0275 -0.0078 -0.679
C 2.032534 1.167594 4.778158 -0.0068 -0.0380 0.0023 -0.907
C 0.829845 0.848908 4.161466 -0.0183 -0.0337 0.0121 -0.393
C -3.684900 3.083095 2.792314 0.1079 -0.2141 0.0107 -0.301
Br -4.318565 2.474789 1.121808 0.2037 0.0151 -0.0829 -0.067
C -4.532451 3.940549 3.464280 -0.0081 -0.0543 -0.1967 0.337
F -5.647589 4.382635 2.900103 -0.0405 0.0142 -0.0125 -0.310
H -1.942923 -0.049003 4.893929 -0.0063 -0.0113 -0.0596 0.455
H -3.019690 -2.233404 5.213412 0.0119 0.0130 -0.0400 0.473
H -3.786636 -3.553964 3.267505 0.0416 0.0566 0.0080 0.442
H -3.476007 -2.671735 0.978009 0.0078 0.0387 0.0288 0.573
H -2.440144 -0.477874 0.649848 -0.1506 0.1373 -0.1868 0.440
H 0.405749 3.683167 2.351489 0.0251 0.0025 0.0337 0.500
H 2.545741 4.239014 3.445731 -0.0311 -0.0359 0.0247 0.495
H 3.577668 2.636484 5.027442 -0.0358 -0.0236 -0.0340 0.442
H 2.486247 0.458021 5.460458 -0.0283 0.0483 -0.0424 0.516
H 0.367929 -0.108368 4.367504 -0.0223 0.0311 0.0185 0.593
C 2.482234 -0.769690 -4.150319 -0.0039 -0.0597 0.0589 -1.732
C 1.728956 -2.038678 -3.709125 -0.2548 0.0375 0.0182 2.085
C 0.593373 -2.295760 -4.707402 0.0390 0.0081 -0.0570 -1.691
C 2.738630 -3.191190 -3.751518 -0.0300 -0.0649 -0.0563 -1.583
P 1.024698 -1.809999 -1.944791 0.5762 -0.2054 -0.0633 1.648
C 2.567524 -1.883326 -0.971266 -0.0678 0.0406 0.0228 0.699
C 3.145648 -3.053187 -0.486314 0.0370 -0.0873 0.0048 -0.519
C 4.354626 -3.014806 0.197005 -0.0017 -0.0384 -0.0038 -0.766
C 5.012274 -1.809364 0.387150 0.0322 0.0396 0.0078 -0.845
C 4.453643 -0.631979 -0.096691 -0.0136 0.0012 -0.0267 -0.609
C 3.237125 -0.674159 -0.758673 0.0669 -0.0894 -0.0169 -0.540
C -0.109293 -3.239606 -1.491363 0.0215 0.0888 -0.0588 1.757
C 0.252756 -4.629871 -2.021176 -0.1305 -0.0697 0.0424 -1.846
C -0.193164 -3.305261 0.038313 0.0409 -0.0599 -0.0446 -1.580
C -1.495713 -2.844312 -2.029335 0.0167 -0.2242 -0.0254 -1.579
H 3.135378 -1.035744 -4.984695 -0.0451 0.0133 0.0058 0.536
H 3.124588 -0.359662 -3.370838 -0.0017 0.0046 0.0172 0.232
H 1.819872 0.010307 -4.536398 0.0241 0.0149 0.0216 0.575
H 1.007981 -2.306274 -5.719892 -0.0260 0.0100 0.0622 0.559
H -0.170066 -1.511738 -4.676371 0.0719 -0.0845 -0.0334 0.048
H 0.104359 -3.256586 -4.552635 0.0238 0.0453 -0.0139 0.332
H 3.033632 -3.340156 -4.794561 -0.0154 -0.0015 0.0537 0.604
H 2.334468 -4.133706 -3.388700 0.0329 0.0503 -0.0122 0.300
H 3.638433 -2.957381 -3.185563 0.0057 0.0055 0.0186 0.265
H 2.665836 -4.011563 -0.633316 0.0324 0.0449 0.0243 0.007
H 4.776220 -3.933768 0.584657 -0.0144 0.0406 -0.0208 0.506
H 5.957967 -1.782608 0.915281 -0.0606 -0.0123 -0.0288 0.423
H 4.963651 0.313829 0.046503 -0.0441 -0.0621 0.0076 0.474
H 2.797785 0.253640 -1.110681 -0.0152 0.0793 -0.0303 0.194
H 1.223656 -4.969690 -1.666058 -0.0436 -0.0108 -0.0179 0.267
H 0.238572 -4.689219 -3.107644 0.0163 0.0000 0.0355 0.377
H -0.490879 -5.341413 -1.648485 0.0398 0.0387 -0.0259 0.549
H 0.751193 -3.595302 0.497582 -0.0326 0.0218 0.0148 0.300
H -0.937632 -4.055521 0.317994 0.0063 0.0386 -0.0066 0.721
H -0.513801 -2.360239 0.484170 -0.0029 0.0349 0.0332 -0.072
H -1.540501 -2.845411 -3.119590 -0.0174 0.0506 0.0633 0.284
H -1.805331 -1.845400 -1.682381 -0.0693 0.0474 0.0490 0.174
H -2.246564 -3.551058 -1.664405 0.0316 0.0493 -0.0238 0.574
N 0.747526 -0.027441 1.000115 0.9784 -0.5532 0.8085 -0.738
C 1.385008 -0.790833 1.673883 -0.2475 0.0881 -0.2525 1.158
N 2.077178 -1.482617 2.400747 0.3016 -0.2345 0.3728 -0.514
C 2.181966 -2.769528 2.696237 -0.2178 -0.1135 -0.2346 0.555
N 2.280203 -3.894352 2.946124 0.0200 0.4511 -0.0577 -0.591
```
Forces are in eV/Å.